Record 1
Entry from OMol25: a 3-piece molecular cluster, C5H15NO4 overall at a distorted geometry (the ωB97M-V functional and the def2-TZVPD basis).

```
! wB97M-V def2-TZVPD RIJCOSX def2/J DEFGRID3
* xyz 0 1
C 1.697 -1.769 -0.771
C 0.664 -0.634 -0.918
C 1.171 0.697 -0.360
N 0.427 1.888 -0.830
C -0.775 2.280 -0.121
C 1.201 0.575 1.177
O 0.282 0.498 1.959
O 2.435 0.176 1.541
H 2.570 -1.511 -1.374
H 1.219 -2.658 -1.168
H 1.876 -2.031 0.258
H 0.543 -0.431 -1.991
H -0.317 -0.924 -0.528
H 2.229 0.768 -0.615
H 0.208 1.584 -1.773
H -1.201 3.231 -0.456
H -0.568 2.407 0.950
H -1.612 1.567 -0.146
H 2.525 0.202 2.494
O -1.875 -1.297 1.385
H -0.966 -1.568 1.550
H -1.990 -0.447 1.815
O -3.583 -0.639 -0.720
H -3.256 -1.272 -1.355
H -2.903 -0.693 -0.004
*
```

Its SMILES is CC[C@@H](NC)C(=O)O.O.O. Its total energy is -15108.206 eV. Its energy above the lowest of the compared OMol25 structures with the same formula, charge and spin is 89.61 kJ/mol. The value obtained for the gap between HOMO and LUMO is 9.64 eV.


Record 2
Entry from OMol25: C44H42N6NiO4PS3 as an isolated structure at a distorted geometry (the ωB97M-V functional and the def2-TZVPD basis).

```
! wB97M-V def2-TZVPD RIJCOSX def2/J DEFGRID3
* xyz -1 1
Ni 0.074 -0.592 -0.191
C 4.677 -2.438 0.033
C 4.428 -3.427 0.972
C 3.184 -3.500 1.570
C 2.199 -2.567 1.221
N 2.453 -1.632 0.309
C 3.641 -1.569 -0.268
C 0.836 -2.537 1.833
C 0.561 -3.332 2.952
C -0.690 -3.331 3.542
C -1.692 -2.532 3.005
C -1.428 -1.743 1.897
C -0.168 -1.709 1.293
H 5.635 -2.355 -0.463
H 5.197 -4.145 1.233
H 2.980 -4.281 2.288
H 3.759 -0.799 -1.024
H 1.336 -3.954 3.381
H -0.881 -3.951 4.410
H -2.682 -2.527 3.446
H -2.222 -1.137 1.473
N 0.792 3.065 -1.957
C -0.231 3.259 -2.913
C -0.702 4.532 -3.181
C -1.675 4.717 -4.153
C -2.203 3.628 -4.828
C -1.770 2.346 -4.515
C -0.771 2.164 -3.573
S -0.185 0.545 -3.214
N 0.402 0.762 -1.626
C 0.825 1.902 -1.239
C 1.378 1.935 0.125
C 2.180 2.949 0.626
C 2.602 2.864 1.937
C 2.212 1.777 2.702
C 1.443 0.791 2.108
N 1.052 0.869 0.840
H 0.932 3.878 -1.376
H -0.312 5.375 -2.624
H -2.032 5.717 -4.365
H -2.973 3.769 -5.576
H -2.207 1.478 -4.996
H 2.461 3.798 0.017
H 3.212 3.650 2.363
H 2.502 1.684 3.740
H 1.135 -0.099 2.643
O 1.478 -2.402 -2.559
C 0.283 -2.528 -2.369
N -0.536 -3.346 -3.143
C -1.933 -3.067 -2.898
C -1.797 -2.212 -1.598
O -2.740 -1.870 -0.912
N -0.489 -1.907 -1.409
C -2.588 -2.208 -4.000
C -3.669 -1.376 -3.713
C -4.273 -0.629 -4.713
C -3.812 -0.699 -6.021
C -2.733 -1.518 -6.315
C -2.128 -2.263 -5.312
C -2.757 -4.334 -2.693
C -4.029 -4.282 -2.124
C -4.783 -5.436 -1.984
C -4.289 -6.659 -2.417
C -3.025 -6.719 -2.980
C -2.264 -5.564 -3.113
H -0.177 -3.583 -4.050
H -4.013 -1.284 -2.692
H -5.100 0.023 -4.462
H -4.282 -0.112 -6.801
H -2.354 -1.579 -7.328
H -1.286 -2.890 -5.576
H -4.410 -3.338 -1.765
H -5.764 -5.378 -1.528
H -4.883 -7.559 -2.308
H -2.620 -7.668 -3.313
H -1.266 -5.626 -3.525
C -5.248 3.080 -1.692
C -4.958 3.302 -0.220
C -5.952 4.228 0.456
O -3.650 3.902 -0.121
P -2.496 3.150 0.725
S -0.945 4.364 0.709
S -2.289 1.281 0.097
O -3.250 3.186 2.170
C -2.943 2.393 3.332
C -1.488 1.970 3.431
C -3.889 1.205 3.397
H -6.224 2.605 -1.824
H -4.480 2.437 -2.122
H -5.247 4.035 -2.225
H -4.946 2.336 0.288
H -5.957 5.201 -0.042
H -5.674 4.371 1.500
H -6.959 3.806 0.409
H -3.165 3.069 4.164
H -1.234 1.283 2.617
H -1.339 1.451 4.383
H -0.825 2.832 3.380
H -3.764 0.590 2.510
H -4.924 1.549 3.443
H -3.679 0.600 4.283
*
```

Its total energy is -146286.169 eV. Its energy above the lowest of the compared OMol25 structures with the same formula, charge and spin is 0.00 kJ/mol. The value obtained for the gap between HOMO and LUMO (spin up / spin down) is 6.76 / 6.75 eV.


Record 3
Entry from OMol25: a 13-piece molecular cluster, H26O13 overall at a distorted geometry (the ωB97M-V functional and the def2-TZVPD basis).

```
! wB97M-V def2-TZVPD RIJCOSX def2/J DEFGRID3
* xyz 0 1
H 0.053 0.723 -1.231
H 0.135 -0.050 0.075
H -1.061 4.040 2.645
H -0.038 5.021 3.196
H -0.078 5.348 0.014
H 1.152 4.977 0.826
H 1.058 -0.921 3.783
H 1.447 0.486 4.209
H -2.097 2.265 -3.955
H -0.838 2.717 -3.233
H -3.323 -1.193 0.634
H -3.068 -2.212 1.732
H -2.522 -3.821 -1.761
H -1.550 -2.653 -1.810
H 3.955 -0.697 -1.711
H 2.600 -1.101 -2.269
H 0.363 -1.124 -5.006
H 1.439 -0.774 -3.991
H 1.604 -2.520 2.597
H 0.415 -3.407 2.266
H -1.459 -1.317 2.656
H -0.609 -0.674 3.739
H 2.811 1.118 -0.439
H 1.665 2.053 -0.089
H 1.028 -4.162 -2.708
H -0.107 -3.450 -1.991
O 0.096 0.847 -0.276
O -0.881 4.604 3.406
O 0.632 4.698 0.064
O 0.842 0.006 3.632
O -1.182 2.011 -3.792
O -3.765 -1.672 1.344
O -2.490 -2.862 -1.856
O 3.016 -0.491 -1.649
O 0.589 -1.222 -4.074
O 0.748 -2.802 2.939
O -0.719 -0.713 2.782
O 1.916 1.122 -0.082
O 0.827 -3.360 -2.212
*
```

Its total energy is -27034.184 eV. Its energy above the lowest of the compared OMol25 structures with the same formula, charge and spin is 748.98 kJ/mol. The value obtained for the gap between HOMO and LUMO is 7.65 eV.


Which formula does entry 1 have? C5H15NO4